Computed, not measured: a structure of composition C20H50CeNO2P2Si4, with the ωB97M-V functional and the def2-TZVPD basis.

Positions of all 80 atoms, in Å:
Ce -0.07698 -0.12874 0.39004
P 2.54169 -0.70742 -0.01139
C 2.92642 1.04129 -0.34862
C 2.06318 1.98412 -0.99243
N 0.67746 1.74445 -0.94841
C -0.19144 2.62429 -1.53375
C 0.25897 3.72932 -2.25669
C 1.63389 3.98313 -2.31316
C 2.54101 3.15495 -1.67246
C -1.69314 2.41204 -1.38415
P -2.33448 1.39586 0.12616
H 3.62956 3.34661 -1.69368
H -0.46861 4.39574 -2.73679
H 1.99929 4.85035 -2.85487
H -2.21419 3.37900 -1.19429
H -2.16926 1.92932 -2.27529
H 2.99407 2.42055 1.60148
H 3.98548 1.33789 -0.23359
H 1.41636 1.79610 2.64300
O 2.79761 2.53657 2.55858
H 3.32471 3.30009 2.87018
H -0.35494 -0.74566 2.04187
O 0.51562 1.33886 2.57547
H 0.01232 1.82183 3.26639
C -2.52023 2.78868 1.30349
H -3.29237 3.44715 0.87355
H -2.83628 2.40432 2.28971
H -1.56673 3.33588 1.40209
C -4.04675 1.10226 -0.35976
H -4.58809 0.55949 0.42751
H -4.53413 2.06685 -0.54172
H -4.07466 0.49399 -1.27288
C 3.40950 -1.65152 -1.28030
H 4.48848 -1.53228 -1.15346
H 3.14590 -2.70887 -1.24037
H 3.12598 -1.28408 -2.26887
C 3.45823 -1.00341 1.53628
H 3.27687 -2.00522 1.93103
H 4.51957 -0.87763 1.31232
H 3.16494 -0.28485 2.30419
C 1.68391 -4.60427 0.42889
Si -0.03467 -4.53339 1.17023
C -0.74601 -6.26721 1.17376
C 0.12275 -3.81118 2.89873
Si -1.40837 -2.95669 0.20864
Si -1.63953 -3.41515 -2.06161
C -2.45579 -5.09792 -2.23074
C -2.72060 -2.14766 -2.93064
C 0.02852 -3.46167 -2.92800
Si -3.45464 -3.10006 1.27203
C -3.84327 -4.74379 2.09513
C -3.31161 -1.73787 2.55368
C -4.87174 -2.64727 0.13421
H 2.24163 -5.40548 0.93793
H 2.24105 -3.67055 0.55721
H 1.67459 -4.84324 -0.63778
H -0.03242 -6.92062 1.69923
H -1.71533 -6.34298 1.67435
H -0.86859 -6.65137 0.15547
H 0.54354 -2.79862 2.88804
H -0.83909 -3.76450 3.42169
H 0.79769 -4.46849 3.46964
H -3.42910 -5.14242 -1.73113
H -2.61994 -5.30157 -3.29805
H -1.83603 -5.90538 -1.82773
H -2.28751 -1.14252 -2.89105
H -2.81902 -2.41609 -3.99138
H -3.73251 -2.09016 -2.51884
H 0.50328 -2.47466 -2.94476
H 0.73556 -4.16045 -2.47259
H -0.10721 -3.77459 -3.97234
H -3.12771 -5.01283 2.88033
H -4.84099 -4.68144 2.55879
H -3.86427 -5.57398 1.38052
H -3.11135 -0.75411 2.11273
H -4.27602 -1.68868 3.08234
H -2.52186 -1.93116 3.28506
H -4.81343 -1.62447 -0.24950
H -4.94075 -3.31925 -0.72443
H -5.80494 -2.74274 0.70681

Force components x, y, z for each atom (eV/Å):
1.0 0.8 -0.1
1.8 1.3 -0.6
-0.6 0.2 -0.1
-0.1 -0.9 0.2
0.1 0.2 0.1
0.2 1.0 -0.7
-1.1 -0.8 0.6
1.2 -0.4 0.4
-0.3 0.1 0.0
-0.9 -0.6 0.4
-0.8 2.2 -1.1
-0.8 -0.1 0.0
0.4 -0.3 0.3
0.0 -0.1 0.0
0.5 -0.5 -0.5
0.5 0.4 0.5
0.0 0.1 0.6
-0.6 -0.2 -0.1
-0.6 -0.2 -0.1
0.8 0.5 -0.7
-0.5 -0.6 -0.1
-0.4 -1.0 1.3
0.1 0.7 0.0
0.1 -0.7 -0.6
0.2 -0.2 0.4
0.3 -0.1 0.3
0.1 0.3 -0.4
-0.4 -0.2 0.0
-0.4 -0.4 -0.2
0.2 0.2 -0.2
0.0 -0.2 0.0
-0.1 0.1 0.2
0.0 -0.4 -0.3
-0.1 0.0 0.0
0.1 0.0 0.1
0.0 0.1 0.1
-0.1 -0.2 0.1
0.1 0.0 -0.1
0.0 0.0 0.1
0.0 0.0 -0.1
0.1 -0.1 -0.1
0.7 0.0 0.7
-0.2 0.0 -0.1
0.2 -0.5 0.2
-0.3 -0.6 -0.4
0.1 0.2 -1.3
-0.1 -0.2 0.4
-0.1 0.1 -0.1
0.1 0.0 0.0
-0.6 0.4 0.4
0.1 -0.1 0.0
-0.3 0.0 0.4
-0.1 -0.1 -0.1
-0.1 0.2 -0.1
-0.1 -0.1 0.1
0.0 0.0 0.1
-0.2 0.2 -0.1
0.2 0.0 0.0
0.1 0.0 0.1
0.0 -0.2 0.0
0.1 0.0 0.0
-0.2 0.3 0.1
0.1 0.0 -0.1
0.1 0.1 0.2
-0.1 0.1 -0.1
0.0 0.0 0.0
0.0 0.1 0.2
0.1 -0.1 0.0
0.0 0.0 0.0
-0.1 0.1 0.0
0.0 0.1 0.2
-0.1 0.1 -0.1
0.3 0.1 -0.1
-0.1 0.2 0.0
-0.1 -0.1 0.0
0.3 0.1 0.0
-0.1 0.0 0.0
0.0 -0.1 0.1
-0.1 0.0 0.0
0.1 0.0 -0.1

Values from the calculation:
<S²> = 0.91
Spin multiplicity = 2
Total charge = +2
E_HOMO (alpha / beta) = -0.461 / -0.469 Eh
Orbital gap (alpha / beta) = 4.82 / 4.86 eV
ΔE to the lowest compared entry with this formula, charge and spin = 4.4810 eV
DFT total energy = -90138.365 eV